[1]
Computed, not measured: 13 unconnected molecules or ions with the total composition C28H82O13, with the ωB97M-V functional and the def2-TZVPD basis.

XYZ file:
```
123
Properties=species:S:1:pos:R:3:mulliken_charge:R:1
C 4.055 -4.062 -2.552 -1.295
C 5.237 -4.521 -1.798 0.719
C 5.698 -3.496 -0.698 -1.255
O 4.990 -5.784 -1.196 -0.566
H 3.206 -3.819 -1.913 0.310
H 3.739 -4.827 -3.261 0.340
H 4.342 -3.195 -3.146 0.312
H 5.991 -4.666 -2.571 0.126
H 5.076 -3.595 0.191 0.310
H 5.499 -2.450 -0.931 0.331
H 6.741 -3.586 -0.393 0.359
H 5.641 -5.959 -0.513 0.311
C 1.116 1.041 0.384 -1.393
C -0.424 1.109 0.732 0.728
C -1.339 0.655 -0.342 -1.224
O -0.594 0.222 1.818 -0.512
H 1.798 1.408 1.151 0.334
H 1.356 1.617 -0.510 0.375
H 1.414 0.010 0.196 0.325
H -0.566 2.157 0.993 0.097
H -1.239 -0.412 -0.542 0.327
H -1.136 1.257 -1.228 0.317
H -2.385 0.806 -0.072 0.345
H -1.541 0.173 1.968 0.277
C -2.899 -5.586 0.772 -1.257
C -4.250 -4.996 0.287 0.541
C -4.972 -5.917 -0.664 -1.331
O -5.058 -4.598 1.362 -0.534
H -3.112 -6.502 1.323 0.314
H -2.524 -4.845 1.479 0.305
H -2.161 -5.742 -0.015 0.361
H -4.057 -4.069 -0.254 0.187
H -4.371 -6.110 -1.553 0.365
H -5.771 -5.335 -1.122 0.350
H -5.333 -6.897 -0.352 0.384
H -5.537 -5.329 1.759 0.314
C 4.838 5.951 0.708 -1.021
C 3.380 6.222 0.240 -0.178
O 3.246 5.852 -1.135 -0.511
H 5.031 4.923 1.013 0.274
H 5.086 6.590 1.555 0.330
H 5.505 6.320 -0.071 0.290
H 3.233 7.301 0.188 0.238
H 2.666 5.769 0.926 0.304
H 2.317 5.734 -1.351 0.273
C 2.498 -4.979 3.497 -1.038
C 2.819 -3.770 4.432 -0.083
O 2.841 -4.259 5.727 -0.532
H 2.421 -4.657 2.459 0.277
H 1.658 -5.623 3.760 0.361
H 3.302 -5.713 3.552 0.289
H 2.038 -3.015 4.337 0.219
H 3.802 -3.331 4.260 0.203
H 1.979 -4.634 5.921 0.305
C -6.767 0.813 2.169 -0.989
C -6.243 0.479 3.553 -0.258
O -5.057 -0.236 3.329 -0.484
H -5.997 1.405 1.675 0.222
H -7.733 1.316 2.221 0.359
H -7.043 -0.072 1.596 0.320
H -6.993 -0.167 4.011 0.241
H -6.059 1.338 4.198 0.314
H -5.316 -1.065 2.920 0.276
C -6.980 -0.049 -3.263 -0.864
C -6.615 1.304 -3.990 -0.277
O -6.634 2.383 -2.973 -0.524
H -6.102 -0.362 -2.697 0.193
H -7.253 -0.770 -4.033 0.301
H -7.828 0.145 -2.607 0.354
H -7.373 1.542 -4.736 0.262
H -5.612 1.221 -4.407 0.267
H -7.531 2.442 -2.635 0.288
C -2.837 4.745 4.452 -0.909
C -3.204 6.055 3.738 -0.199
O -3.346 7.095 4.682 -0.527
H -1.788 4.890 4.711 0.272
H -2.832 3.873 3.797 0.277
H -3.342 4.545 5.397 0.290
H -4.188 6.086 3.271 0.299
H -2.479 6.390 2.997 0.195
H -4.217 7.496 4.647 0.305
C -2.851 -3.064 -5.118 -0.883
C -2.109 -4.229 -5.889 -0.234
O -3.105 -5.192 -6.101 -0.515
H -2.154 -2.233 -5.011 0.336
H -3.085 -3.434 -4.120 0.160
H -3.726 -2.628 -5.599 0.291
H -1.248 -4.614 -5.343 0.266
H -1.693 -3.974 -6.864 0.292
H -2.710 -5.973 -6.494 0.288
C 7.833 -0.342 3.991 -1.053
C 6.867 0.530 4.743 -0.101
O 7.557 1.514 5.411 -0.528
H 8.382 0.089 3.154 0.295
H 7.274 -1.227 3.688 0.282
H 8.617 -0.793 4.601 0.311
H 6.347 0.006 5.546 0.252
H 6.126 0.974 4.079 0.234
H 6.942 1.858 6.063 0.309
C 3.686 1.270 -5.205 -1.049
C 5.065 1.145 -4.660 -0.187
O 5.719 0.042 -5.280 -0.533
H 3.610 1.372 -6.287 0.307
H 3.236 2.145 -4.737 0.306
H 3.085 0.406 -4.922 0.280
H 5.147 1.058 -3.576 0.324
H 5.635 1.976 -5.077 0.247
H 6.465 -0.092 -4.690 0.303
C 0.212 5.435 -6.287 -0.996
C -0.760 4.698 -5.305 -0.149
O -0.613 5.040 -3.928 -0.528
H 1.243 5.094 -6.198 0.242
H 0.217 6.521 -6.186 0.299
H -0.073 5.267 -7.326 0.335
H -0.628 3.622 -5.424 0.197
H -1.781 4.992 -5.547 0.298
H -1.441 5.287 -3.509 0.302
C 0.080 0.958 7.488 -0.457
O 0.815 1.241 6.295 -0.483
H 0.058 -0.112 7.694 0.222
H 0.471 1.515 8.339 0.224
H -0.930 1.254 7.207 0.203
H 0.299 0.917 5.554 0.292
```

* E: -2093.8685 Eh
* LUMO energy: 0.10 eV
* ΔE to the lowest compared entry with this formula, charge and spin: 127.2 kcal/mol
* HOMO energy: -9.955 eV

[2]
Computed, not measured: 14 unconnected molecules or ions with the total composition C28H84O14, with the ωB97M-V functional and the def2-TZVPD basis.

XYZ file:
```
126
Properties=species:S:1:pos:R:3:mulliken_charge:R:1
C 3.335 1.794 -3.001 -0.884
C 4.649 1.162 -2.482 0.302
O 5.701 1.719 -3.290 -0.575
H 2.405 1.514 -2.505 -0.094
H 3.066 1.595 -4.038 0.449
H 3.348 2.870 -2.832 0.336
H 4.525 0.083 -2.578 0.274
H 4.813 1.433 -1.439 -0.182
H 6.488 1.366 -2.868 0.327
C 3.990 3.636 2.237 -1.303
C 2.658 3.388 1.658 0.012
O 2.843 2.918 0.349 -0.472
H 3.944 4.097 3.224 0.443
H 4.544 4.398 1.689 0.370
H 4.607 2.738 2.217 0.169
H 2.084 4.314 1.683 0.296
H 2.156 2.668 2.304 0.116
H 3.260 3.596 -0.188 0.179
C -2.134 -6.075 2.667 -1.571
C -1.666 -5.217 1.548 0.317
O -0.997 -4.154 2.154 0.076
H -2.583 -7.021 2.361 0.348
H -2.831 -5.545 3.315 0.343
H -1.301 -6.267 3.344 0.310
H -2.557 -4.884 1.017 0.068
H -0.908 -5.694 0.926 0.354
H -0.289 -3.899 1.559 -0.101
C -1.698 4.964 0.451 -1.623
C -1.061 3.781 1.133 1.757
O -0.658 4.115 2.424 -0.638
H -1.873 4.838 -0.617 0.312
H -1.240 5.937 0.630 0.347
H -2.684 5.094 0.897 0.386
H -0.203 3.491 0.526 -0.451
H -1.770 2.957 1.051 -0.450
H -0.543 3.345 2.986 0.359
C 2.474 -2.963 2.039 -0.809
C 2.372 -3.624 0.677 -0.128
O 1.019 -3.710 0.252 -0.374
H 3.504 -2.683 2.257 0.429
H 2.068 -3.600 2.826 0.249
H 1.883 -2.047 2.009 -0.087
H 2.803 -4.625 0.646 0.444
H 2.985 -3.034 -0.005 0.084
H 0.978 -4.253 -0.538 0.129
C 0.942 4.834 -2.400 -0.144
C 0.754 6.353 -2.131 -0.388
O 2.046 6.941 -1.921 -0.528
H 1.310 4.416 -1.462 -0.339
H 1.685 4.641 -3.174 0.421
H -0.008 4.380 -2.680 0.118
H 0.163 6.535 -1.234 0.111
H 0.210 6.863 -2.926 0.423
H 1.964 7.849 -2.221 0.288
C -3.090 2.215 -3.420 -1.608
C -2.373 1.528 -2.288 1.130
O -1.055 1.446 -2.679 -0.619
H -2.628 3.148 -3.745 0.344
H -4.140 2.463 -3.270 0.358
H -3.102 1.587 -4.311 0.366
H -2.811 0.536 -2.184 0.065
H -2.397 2.070 -1.342 -0.384
H -0.599 1.413 -1.835 -0.185
C -4.029 -1.523 2.519 -0.737
C -3.914 -1.623 0.965 1.063
O -5.212 -1.969 0.502 -0.611
H -4.491 -2.401 2.971 0.310
H -4.645 -0.655 2.754 0.328
H -3.034 -1.310 2.911 0.010
H -3.214 -2.396 0.647 -0.054
H -3.596 -0.719 0.445 -0.547
H -5.167 -2.868 0.166 0.354
C -0.393 -1.660 4.633 -0.483
C -0.599 -3.062 5.147 -0.261
O -1.853 -3.548 4.681 -0.543
H -0.470 -1.576 3.548 -0.358
H 0.445 -1.108 5.058 0.421
H -1.238 -1.070 4.987 0.351
H -0.530 -3.099 6.235 0.415
H 0.252 -3.632 4.773 0.073
H -1.789 -3.809 3.759 0.291
C -2.069 -3.390 -2.419 -0.167
C -2.400 -4.714 -3.143 -0.518
O -3.396 -5.404 -2.375 -0.500
H -2.882 -2.902 -1.883 0.217
H -1.604 -2.670 -3.094 0.296
H -1.258 -3.678 -1.751 -0.265
H -1.570 -5.384 -3.371 0.314
H -2.852 -4.455 -4.100 0.360
H -3.818 -6.041 -2.957 0.264
C -4.805 2.081 1.025 -0.684
C -5.295 3.246 0.189 -0.130
O -6.594 3.657 0.588 -0.550
H -3.809 1.748 0.734 -0.120
H -5.471 1.218 1.028 0.374
H -4.713 2.420 2.056 0.414
H -5.418 2.964 -0.857 0.163
H -4.614 4.096 0.238 0.187
H -6.972 4.089 -0.182 0.316
C -0.664 -0.458 0.366 0.460
C 0.599 0.436 0.498 0.254
O 0.774 1.226 -0.606 2.064
H -0.811 -1.147 1.198 -0.326
H -0.579 -1.127 -0.490 -0.177
H -1.644 0.019 0.379 -0.616
H 1.552 -0.077 0.628 -0.093
H 0.362 1.086 1.340 0.148
H 1.450 1.868 -0.378 -0.962
C 5.012 0.086 1.370 -0.641
C 5.500 -1.056 0.513 0.194
O 5.805 -2.158 1.307 -0.562
H 4.170 -0.172 2.012 0.327
H 4.552 0.862 0.757 -0.253
H 5.715 0.625 2.004 0.440
H 6.378 -0.644 0.015 0.411
H 4.746 -1.274 -0.244 -0.164
H 6.096 -2.904 0.778 0.331
C 1.774 -1.538 -2.525 0.830
C 1.602 -1.960 -4.004 -0.783
O 1.879 -3.334 -4.152 -0.537
H 1.147 -2.175 -1.901 -0.346
H 1.412 -0.519 -2.385 -0.310
H 2.829 -1.592 -2.259 0.020
H 2.297 -1.433 -4.658 0.481
H 0.585 -1.793 -4.359 0.232
H 2.105 -3.439 -5.079 0.310
```

* E: -2170.3677 Eh
* LUMO energy: 0.35 eV
* ΔE to the lowest compared entry with this formula, charge and spin: 70.6 kcal/mol
* HOMO energy: -9.578 eV